Computed, not measured: a 3-piece molecular cluster, C4H7NO2 overall at a distorted geometry, with ωB97M-V/def2-TZVPD.

XYZ file:
```
14
Properties=species:S:1:pos:R:3:forces:R:3:lowdin_charge:R:1
O -0.968339 0.389342 1.874405 0.09 0.05 0.01 -0.036
C -0.873398 -0.793033 1.217542 -0.15 -0.36 -0.20 -0.341
C -1.921962 -1.392875 0.659675 0.09 0.07 0.13 -0.016
N 0.314352 0.491597 -1.230520 -0.01 0.23 -0.38 0.029
C 0.638612 1.118813 -2.281339 0.01 -0.09 0.17 -0.118
C 1.815897 1.398315 1.148105 1.09 0.62 -0.69 0.042
O 2.650091 1.881317 0.550719 -0.96 -0.57 0.71 0.060
H -0.074395 0.744005 1.982411 -0.16 -0.02 -0.01 0.001
H 0.127119 -1.222325 1.161664 -0.17 0.07 0.01 0.106
H -1.797495 -2.348950 0.164978 0.00 0.14 0.09 0.049
H -2.910918 -0.947671 0.703776 0.11 -0.06 0.02 0.058
H -0.694942 0.333799 -1.170971 0.12 0.01 0.02 0.040
H -0.065763 1.474096 -3.042119 0.04 -0.10 0.10 0.067
H 1.695449 1.334861 -2.456694 -0.11 0.02 0.02 0.058
```
Forces are in eV/Å.

Output
Molecular weight ... 101.10 g mol⁻¹
Total charge ... 0
2S+1 ... 1
LUMO ... 0.864 eV
Largest force on an atom ... 0.02784 hartree/bohr
E_tot ... -361.781299 Eh
Relative energy (zero: lowest compared OMol25 entry of this formula, charge and spin) ... 261.4 kJ/mol

---

Computed, not measured: one molecule with the formula C3H7NO, with ωB97M-V/def2-TZVPD.

XYZ file:
```
12
Properties=species:S:1:pos:R:3:forces:R:3:lowdin_charge:R:1
C 0.082371 0.052842 1.503173 0.01 0.00 0.17 -0.093
C -0.751697 0.319930 0.232496 0.02 0.01 0.04 -0.168
C -0.133151 -0.570369 -0.835200 -0.03 -0.11 -0.01 -0.573
N 0.631676 0.075420 -1.771044 0.09 -0.05 -0.02 0.153
O -0.203645 -1.785511 -0.791220 -0.02 0.39 -0.05 0.043
H 0.181228 0.914584 2.172295 -0.16 -0.07 -0.25 0.071
H -0.360503 -0.767160 2.075490 0.15 0.09 -0.14 0.078
H 1.081499 -0.260554 1.198251 0.08 0.07 0.24 0.074
H -0.726504 1.373499 -0.070176 0.04 -0.18 0.10 0.100
H -1.791487 0.040160 0.419776 0.12 0.01 -0.24 0.112
H 0.691536 1.077987 -1.837888 -0.04 -0.18 0.19 0.094
H 1.298676 -0.470828 -2.295953 -0.27 0.01 -0.04 0.107
```
Forces are in eV/Å.

Output
Molecular weight ... 73.09 g mol⁻¹
Total charge ... 0
2S+1 ... 1
LUMO ... 0.930 eV
Largest force on an atom ... 0.00772 hartree/bohr
E_tot ... -248.520085 Eh
Structure (SMILES) ... CCC(N)=O
Relative energy (zero: lowest compared OMol25 entry of this formula, charge and spin) ... 16.8 kJ/mol

---

Computed, not measured: a 2-piece molecular cluster, C33H31N5O overall at a distorted geometry, with ωB97M-V/def2-TZVPD.

XYZ file:
```
70
Properties=species:S:1:pos:R:3:forces:R:3:lowdin_charge:R:1
C 3.045244 -0.749013 -2.418402 1.54 -2.01 0.31 -0.156
C 2.086558 0.168820 -2.432535 -3.25 3.20 -0.04 -0.380
N 1.226250 0.987859 -2.447742 0.97 -1.21 0.41 0.078
C 4.430364 -0.469347 -2.410120 -0.17 0.10 -0.01 -0.261
C 5.375146 -1.513810 -2.404386 0.06 0.14 0.04 -0.051
C 6.717775 -1.246239 -2.402144 0.06 -0.08 0.02 -0.047
C 7.182398 0.069251 -2.403326 -1.07 -0.22 0.00 -0.282
C 8.547433 0.337815 -2.395753 2.81 0.54 0.00 -0.228
N 9.689600 0.563430 -2.387871 -1.30 -0.26 0.01 0.127
C 6.256203 1.112865 -2.411516 -0.03 0.09 0.02 -0.041
C 4.911221 0.854406 -2.414707 0.16 0.00 0.03 -0.038
H 2.732063 -1.777445 -2.426327 -0.06 -0.36 -0.08 0.083
H 5.027374 -2.532623 -2.405075 -0.08 -0.24 -0.01 0.101
H 7.436993 -2.047983 -2.402084 0.11 -0.19 0.00 0.111
H 6.622421 2.126511 -2.417274 0.01 0.20 -0.01 0.113
H 4.200349 1.663443 -2.424752 -0.12 0.19 -0.02 0.101
C -4.053515 -2.171494 -1.002119 0.45 -0.13 0.14 -0.006
N -3.113338 -1.127639 -0.639089 0.39 1.17 0.29 -0.027
C -3.414111 0.208728 -0.793728 0.31 -0.91 0.04 -0.383
O -4.437784 0.669919 -1.249222 0.51 -0.22 0.25 0.113
C -2.215935 0.990253 -0.275965 0.92 0.64 -0.12 -0.140
C -2.595642 1.902673 0.889545 -0.03 0.12 0.37 -0.076
C -3.588097 2.956660 0.520275 0.08 0.43 -0.47 -0.186
C -3.412167 3.931291 -0.431037 0.07 -0.64 0.55 -0.041
N -4.545215 4.699288 -0.535130 -0.41 0.36 -0.26 0.089
C -5.484670 4.209885 0.354474 -0.04 -0.19 0.23 -0.197
C -6.794428 4.621535 0.627040 0.56 0.23 -0.44 -0.026
C -7.506327 3.948872 1.581361 0.00 -0.15 0.14 -0.098
C -6.944524 2.861647 2.271560 -0.18 0.01 0.06 -0.099
C -5.667319 2.438301 2.014963 0.32 0.35 -0.49 -0.026
C -4.910267 3.119560 1.040472 -0.19 0.05 -0.01 -0.129
N -1.188466 -0.018471 0.120081 0.43 0.31 0.36 0.067
C 0.058993 0.273036 0.587858 -2.73 -0.22 -1.45 0.016
C 0.955125 -0.711638 0.942835 1.57 -0.88 0.74 -0.082
C 2.232400 -0.542442 1.436754 -1.57 0.25 -0.85 0.051
C 3.094361 -1.629915 1.771713 0.77 -0.95 0.32 -0.205
C 4.380676 -1.365519 2.279047 -0.67 0.18 -0.25 -0.010
C 5.237245 -2.386941 2.614714 0.22 -0.17 0.10 -0.063
C 4.846053 -3.705156 2.457838 0.13 0.11 0.06 -0.060
C 3.587532 -3.997656 1.961875 -0.18 -0.10 -0.06 -0.067
C 2.719751 -2.984501 1.622285 0.11 0.54 0.07 -0.009
C -1.750082 -1.398614 -0.100747 -0.31 -0.21 -0.24 -0.426
C -1.881067 -2.141452 1.227325 -0.04 0.07 0.16 0.009
C -0.948652 -2.141535 -1.169243 0.08 0.10 -0.14 0.013
H -4.977216 -1.722909 -1.359164 0.13 0.19 0.04 0.098
H -3.630886 -2.794790 -1.787163 -0.08 -0.10 -0.12 0.089
H -4.270733 -2.794934 -0.136828 -0.11 -0.08 0.03 0.088
H -1.801144 1.583636 -1.100257 -0.06 -0.06 0.07 0.166
H -3.002953 1.281637 1.691548 -0.03 -0.01 0.03 0.122
H -1.696380 2.372497 1.300804 0.07 -0.12 -0.09 0.120
H -2.524511 4.066481 -1.023301 -0.08 0.35 -0.25 0.128
H -4.715908 5.455417 -1.203592 0.27 -0.68 0.57 0.167
H -7.210437 5.451420 0.083842 -0.23 0.22 -0.07 0.105
H -8.513513 4.259861 1.805023 -0.15 0.01 0.04 0.098
H -7.538600 2.351724 3.012177 -0.09 -0.08 0.12 0.096
H -5.246957 1.597695 2.538595 0.08 -0.21 0.16 0.100
H 0.337445 1.306797 0.670659 -0.18 0.41 -0.11 0.141
H 0.627272 -1.722195 0.823861 0.04 -0.12 -0.04 0.052
H 2.603912 0.456044 1.586260 0.19 0.33 0.00 0.130
H 4.683602 -0.340815 2.406309 0.12 0.24 0.00 0.117
H 6.215246 -2.161498 3.005257 0.16 0.06 0.04 0.111
H 5.519273 -4.503414 2.725283 0.10 -0.10 0.02 0.109
H 3.288240 -5.027356 1.845646 -0.08 -0.10 -0.04 0.109
H 1.744778 -3.236999 1.242984 -0.14 -0.11 -0.09 0.102
H -2.531795 -1.576097 1.891477 -0.08 0.06 0.03 0.097
H -2.322087 -3.125794 1.087092 0.02 -0.05 -0.13 0.089
H -0.930870 -2.267454 1.739305 -0.02 -0.08 -0.05 0.073
H -0.982055 -1.572890 -2.096730 0.05 0.08 -0.03 0.105
H 0.098128 -2.266831 -0.906212 -0.02 -0.04 -0.03 0.071
H -1.369762 -3.125822 -1.364565 -0.09 -0.05 0.14 0.088
```
Forces are in eV/Å.

Output
Molecular weight ... 513.64 g mol⁻¹
Total charge ... 0
2S+1 ... 1
LUMO ... -2.237 eV
Largest force on an atom ... 0.08868 hartree/bohr
E_tot ... -1625.052108 Eh
Relative energy (zero: lowest compared OMol25 entry of this formula, charge and spin) ... 0.0 kJ/mol

---

Computed, not measured: a 3-piece molecular cluster, C24H31F16I2N2O4 overall at a distorted geometry, with ωB97M-V/def2-TZVPD.

XYZ file:
```
79
Properties=species:S:1:pos:R:3:forces:R:3:lowdin_charge:R:1
C -1.575823 7.595045 -0.704182 -0.31 0.18 -0.86 -0.141
C -0.694036 7.498057 -2.030784 0.10 -0.16 1.57 -0.225
C 0.441849 6.393800 -1.800349 0.04 1.15 -1.12 -0.218
C 0.659185 5.473780 -3.063291 -0.89 -0.39 0.01 -0.187
C 0.485555 3.925672 -2.808140 0.52 0.19 -0.74 -0.213
C 1.206648 3.373210 -1.513914 -0.59 -0.98 -0.31 -0.092
C 0.385190 2.136504 -1.021121 1.70 1.96 -0.33 -0.250
N -0.903909 2.233391 -0.601066 1.07 -2.74 -0.13 -0.368
I -2.130941 3.854713 -0.403075 0.57 -0.02 0.09 1.252
C -1.297653 0.899980 -0.286344 0.48 -0.74 0.30 -0.221
C -2.733540 0.542957 0.196654 -0.09 0.83 -1.07 -0.019
C -3.652738 0.650485 -1.093091 1.34 -0.25 -0.56 -0.481
O -3.491552 -0.180092 -1.949982 1.66 0.85 0.28 0.111
O -4.536578 1.706326 -1.248820 3.20 1.36 1.01 0.007
C -0.188939 0.068832 -0.515521 -1.41 0.84 0.33 0.054
N 0.879735 0.872372 -0.970892 -2.59 0.94 0.48 0.009
C 2.270572 0.519539 -1.341008 0.89 0.00 0.13 -0.141
C 2.624413 -0.985758 -1.113529 0.74 0.31 0.09 -0.275
C 4.177410 -1.142439 -0.847795 -0.39 -0.05 -0.57 -0.614
I 4.660268 -0.650129 1.214700 -0.11 -0.15 -0.69 0.770
H -1.978028 8.626704 -0.555678 0.24 -0.84 -0.17 0.074
H -0.998105 7.336239 0.213226 -0.39 0.09 -0.72 0.069
H -2.460817 6.914243 -0.830889 0.70 0.51 0.44 0.029
H -0.244071 8.514096 -2.151715 -0.26 -0.97 -0.37 0.105
H -1.338629 7.234137 -2.903732 0.53 0.38 0.67 0.099
H 0.146797 5.844591 -0.876461 0.59 0.24 -0.79 0.035
H 1.390528 6.978736 -1.658471 -0.80 -0.80 0.41 0.117
H -0.142034 5.757295 -3.800802 0.86 -0.36 0.50 0.107
H 1.626568 5.631476 -3.593851 -0.59 0.09 0.68 0.114
H -0.596017 3.632402 -2.876263 0.98 0.34 0.38 0.068
H 0.971043 3.407078 -3.681758 -0.55 0.36 0.77 0.119
H 2.242180 3.057637 -1.803244 -0.98 0.19 0.43 0.115
H 1.325161 4.113855 -0.689975 -0.37 -0.49 -0.58 0.118
H -3.107484 1.242580 0.980455 0.51 -0.69 -0.36 0.109
H -2.740886 -0.525073 0.504450 -0.09 0.88 -0.06 0.140
H -4.451770 2.004014 -2.173434 -0.44 -0.45 0.22 0.130
H -0.160962 -1.024888 -0.376456 0.20 0.96 -0.21 0.148
H 2.425326 0.844871 -2.396631 -0.11 -0.45 0.72 0.143
H 2.949025 1.148228 -0.700923 -0.67 -0.63 -0.47 0.112
H 2.100934 -1.338717 -0.193710 0.26 0.00 -0.91 0.082
H 2.383905 -1.601485 -2.018874 -0.11 0.50 0.90 0.126
H 4.514739 -2.187996 -1.054348 -0.34 0.93 0.43 0.055
H 4.780573 -0.460776 -1.492780 -0.49 -0.49 0.55 0.054
C -9.369531 -2.500221 -0.895624 -0.53 -0.25 -0.54 -0.038
C -8.918601 -2.993339 0.494483 0.41 -0.35 -0.64 -0.439
C -8.789605 -1.924437 1.581743 -0.12 0.05 0.76 -0.299
F -7.859696 -0.995847 1.278051 0.01 -0.08 -0.09 0.087
F -8.399870 -2.495354 2.747760 -0.08 -0.19 -0.17 0.096
F -7.764230 -3.687372 0.364385 0.04 0.21 0.15 0.130
F -9.853508 -3.890434 0.915501 -0.16 0.38 0.15 0.111
O -8.345050 -2.296037 -1.870921 0.63 0.62 0.80 0.044
C -7.691430 -1.064608 -1.890839 -1.51 -0.56 -0.24 -0.515
C -6.196365 -1.201382 -1.601544 0.56 -0.27 -0.17 -0.237
F -5.974973 -1.733018 -0.379703 -0.13 0.05 -0.05 0.104
F -5.592150 0.016035 -1.614764 -4.79 -2.32 -0.34 0.004
F -8.302766 -0.198537 -1.061669 0.43 0.24 -0.07 0.142
F -7.854357 -0.570444 -3.139075 0.48 0.03 0.04 0.149
H -9.973969 -3.305937 -1.316083 0.21 -0.08 0.10 0.151
H -10.047605 -1.647712 -0.834264 0.23 0.08 0.20 0.146
H -9.745423 -1.423371 1.757023 -0.05 -0.05 -0.13 0.175
H -5.712436 -1.839847 -2.344450 -0.15 0.04 -0.09 0.182
C 7.101395 -5.980990 3.944651 -0.18 -0.57 0.54 -0.043
C 6.418033 -5.187223 2.812827 -0.05 0.33 0.80 -0.436
C 7.230923 -5.004587 1.529814 0.03 0.03 -0.65 -0.299
F 8.363852 -4.310548 1.736378 -0.11 0.00 0.09 0.098
F 6.506598 -4.301246 0.619252 -0.25 -0.05 0.11 0.071
F 6.008090 -3.991314 3.295582 0.13 0.03 -0.21 0.113
F 5.283362 -5.869993 2.481710 0.25 -0.17 -0.28 0.103
O 7.707574 -5.221623 4.989634 0.46 0.65 -0.84 0.040
C 9.021291 -4.781224 4.806685 -0.59 -1.36 0.16 -0.521
C 9.123778 -3.254193 4.806811 0.08 0.68 0.12 -0.279
F 8.392480 -2.713433 3.808518 -0.06 -0.20 0.06 0.092
F 10.405216 -2.866119 4.615098 0.00 -0.32 0.07 0.103
F 9.547609 -5.336967 3.699948 0.27 0.35 0.06 0.141
F 9.729757 -5.270010 5.847073 0.05 0.44 0.03 0.151
H 6.302654 -6.528401 4.448690 -0.07 0.23 -0.05 0.150
H 7.770532 -6.754270 3.563955 0.08 0.24 -0.18 0.146
H 7.485706 -5.968928 1.082050 -0.06 -0.07 0.12 0.175
H 8.769621 -2.842562 5.754727 -0.01 -0.19 0.05 0.177
```
Forces are in eV/Å.

Output
Molecular weight ... 969.30 g mol⁻¹
Total charge ... +1
2S+1 ... 1
LUMO ... -4.221 eV
Largest force on an atom ... 0.10372 hartree/bohr
E_tot ... -3536.507968 Eh

---

Computed, not measured: one molecule with the formula C20H33N3O3S at a distorted geometry, with ωB97M-V/def2-TZVPD.

XYZ file:
```
60
Properties=species:S:1:pos:R:3:forces:R:3:lowdin_charge:R:1
C 0.064484 -2.818114 1.552893 -0.24 0.06 0.12 -0.105
C -1.366608 -2.315300 1.415649 0.12 -0.03 -0.26 -0.228
C -1.637302 -1.771932 0.010173 -0.07 -0.12 0.29 -0.197
N -0.779416 -0.633133 -0.294383 0.02 0.13 -0.14 -0.123
C -1.367013 0.580205 0.247548 0.02 0.21 0.11 -0.145
C -0.359289 1.725767 0.207751 -0.53 0.22 -0.25 -0.335
N 0.818360 1.411356 0.989775 0.44 0.29 0.49 -0.072
S 0.945733 2.091996 2.483611 -0.01 -0.39 -0.40 0.614
O 0.777389 3.501103 2.320710 -0.30 0.07 -0.05 -0.272
O 2.164829 1.588596 3.036940 -0.10 -0.28 0.02 -0.271
N -0.374814 1.503949 3.331853 0.78 0.66 -0.39 -0.248
C -1.289912 2.462253 3.915186 -0.43 0.42 0.00 -0.253
C -2.739975 2.162459 3.541045 0.34 0.03 0.13 -0.068
C -0.132475 0.269177 4.047844 0.21 -0.39 0.22 -0.266
C 0.623960 0.427161 5.365162 -0.10 0.04 -0.20 -0.070
C 0.016003 1.988729 -1.248034 0.11 -0.22 0.31 -0.101
C 0.534895 0.706771 -1.892910 -0.44 0.26 -0.26 -0.258
C 0.773204 0.937915 -3.382374 0.12 -0.06 0.17 -0.090
C 1.231472 -0.305660 -4.079643 0.07 0.24 -0.20 -0.101
C 1.892823 -0.201213 -5.308078 0.02 -0.44 0.03 -0.265
O 2.084661 1.047951 -5.822759 -0.01 0.14 -0.03 0.059
C 2.334416 -1.336863 -5.968537 0.03 0.18 -0.05 -0.032
C 2.114892 -2.584661 -5.410723 -0.03 -0.02 0.05 -0.086
C 1.453653 -2.694374 -4.204943 0.02 -0.06 -0.01 -0.052
C 1.007359 -1.559126 -3.533095 0.07 -0.06 -0.19 -0.159
C 0.293083 -1.734136 -2.220416 -0.24 0.08 0.05 -0.083
C -0.425268 -0.479047 -1.708495 0.36 -0.13 -0.02 -0.255
H 0.258702 -3.152697 2.569234 0.09 -0.07 0.08 0.069
H 0.241978 -3.651261 0.876312 0.09 -0.11 -0.08 0.073
H 0.762910 -2.022072 1.307073 0.14 0.01 -0.01 0.054
H -2.065866 -3.131622 1.609436 -0.07 0.05 0.07 0.109
H -1.550339 -1.538602 2.158663 -0.11 0.02 0.07 0.079
H -1.445230 -2.576270 -0.696422 -0.04 0.01 -0.02 0.103
H -2.702904 -1.500337 -0.081937 0.08 -0.01 -0.09 0.125
H -1.649339 0.391302 1.284143 -0.06 0.04 -0.05 0.100
H -2.275161 0.875671 -0.311951 0.04 -0.04 0.06 0.138
H -0.782961 2.628154 0.657292 -0.17 -0.06 -0.19 0.137
H 1.046469 0.429896 0.969823 0.18 -0.28 0.14 0.099
H -0.999042 3.436787 3.522929 -0.18 0.00 0.24 0.104
H -1.187295 2.487389 5.005650 0.07 0.04 -0.07 0.114
H -2.866201 2.185703 2.462018 -0.04 0.00 -0.13 0.064
H -3.391108 2.910659 3.985234 -0.13 0.04 0.04 0.074
H -3.040745 1.183222 3.906645 -0.11 -0.11 0.01 0.068
H 0.453855 -0.359409 3.375722 -0.14 -0.28 0.08 0.101
H -1.099310 -0.213639 4.225594 0.07 -0.02 -0.14 0.115
H 1.578333 0.908035 5.173000 0.05 -0.02 0.11 0.064
H 0.059099 1.023971 6.076958 -0.04 0.02 0.11 0.066
H 0.799337 -0.553006 5.801338 0.01 -0.09 0.10 0.078
H 0.781000 2.763169 -1.294616 0.00 0.08 -0.04 0.130
H -0.869450 2.343658 -1.780600 -0.05 0.02 -0.06 0.127
H 1.483467 0.444818 -1.415822 0.08 -0.08 0.00 0.159
H 1.519362 1.721587 -3.525629 -0.07 0.06 0.03 0.129
H -0.150429 1.290377 -3.853943 -0.02 0.11 0.04 0.138
H 2.567221 0.980117 -6.655111 -0.06 -0.02 0.11 0.108
H 2.848524 -1.242822 -6.916094 0.05 0.01 -0.09 0.110
H 2.459506 -3.469064 -5.925018 0.03 -0.08 -0.04 0.102
H 1.278742 -3.669157 -3.773508 -0.03 -0.11 0.05 0.110
H -0.409834 -2.559802 -2.348663 0.07 0.00 0.06 0.112
H 1.019350 -2.037546 -1.460239 -0.04 -0.03 0.08 0.136
H -1.331784 -0.299038 -2.319260 0.03 0.04 0.01 0.169
```
Forces are in eV/Å.

Output
Molecular weight ... 395.57 g mol⁻¹
Total charge ... 0
2S+1 ... 1
LUMO ... 0.723 eV
Largest force on an atom ... 0.02116 hartree/bohr
E_tot ... -1570.089815 Eh
Structure (SMILES) ... CCCN1C[C@@H](NS(=O)(=O)N(CC)CC)C[C@@H]2Cc3c(O)cccc3C[C@H]21
Relative energy (zero: lowest compared OMol25 entry of this formula, charge and spin) ... 40.1 kJ/mol